Record 1
The following is a quantum chemistry calculation of a molecular structure, C23H34GeIrN2Si2, from the Open Molecules 2025 dataset.

Geometry as XYZ:
```
63
C23H34GeIrN2Si2, DFT ωB97M-V/def2-TZVPD
Ir 0.0437 -0.8802 -0.1330
N -2.1102 -1.5367 -0.0586
C -2.4875 -1.9029 1.2743
C -3.7683 -2.2594 1.6023
C -4.0809 -2.6171 2.9295
C -3.1152 -2.6145 3.8905
C -1.7820 -2.2520 3.5856
C -0.7525 -2.2321 4.5391
C 0.4945 -1.8483 4.1313
C 0.7317 -1.4788 2.8055
N -0.1984 -1.4849 1.8579
C -1.4673 -1.8784 2.2421
H -2.6894 -0.7995 -0.4443
H -2.1303 -2.3212 -0.7095
H -4.5274 -2.2558 0.8306
H -5.0955 -2.8916 3.1910
H -3.3582 -2.8879 4.9108
H -0.9562 -2.5045 5.5673
H 1.3160 -1.8111 4.8354
H 1.7068 -1.1475 2.4803
C 3.5357 -1.2264 0.8192
Si 2.2832 -0.2104 -0.2189
C 3.1534 -0.1679 -1.9045
C 2.4718 1.5789 0.4224
C 3.7049 2.2274 0.5601
C 3.7836 3.5419 1.0050
C 2.6174 4.2358 1.3159
C 1.3875 3.6032 1.1837
C 1.2998 2.2784 0.7419
Si -0.3270 1.3245 0.5774
C -1.4326 2.3671 -0.5519
C -1.1832 1.4833 2.2644
H 4.5297 -1.1670 0.3646
H 3.2488 -2.2817 0.8605
H 3.6335 -0.8587 1.8466
H 4.1753 0.2157 -1.7915
H 2.6208 0.4730 -2.6093
H 3.2128 -1.1710 -2.3385
H 4.6223 1.6970 0.3171
H 4.7482 4.0273 1.1090
H 2.6717 5.2631 1.6601
H 0.4824 4.1532 1.4315
H -1.6149 3.3489 -0.0975
H -2.4078 1.8966 -0.7161
H -0.9592 2.5271 -1.5221
H -1.3376 2.5415 2.5000
H -0.5868 1.0386 3.0688
H -2.1653 0.9947 2.2640
C 0.4510 0.9718 -4.5819
Ge -0.6787 -0.3598 -3.6777
C -0.9173 -1.8051 -5.0027
C -2.4561 0.4903 -3.5309
C 0.0796 -1.0739 -2.0860
H 0.0533 1.1513 -5.5860
H 1.4796 0.6201 -4.6696
H 0.4560 1.9153 -4.0316
H -1.2028 -1.3981 -5.9783
H -1.6918 -2.5005 -4.6751
H 0.0117 -2.3672 -5.1210
H -2.9016 0.5692 -4.5276
H -2.3885 1.4925 -3.1108
H -3.1303 -0.0975 -2.9021
H 0.8940 -1.7382 -2.4085
```

Values from the calculation:
E_LUMO (alpha / beta)   2.27 / 2.27 eV
Net charge   -1
HOMO energy (alpha / beta)   -1.98 / -1.98 eV
M   659.54 g/mol
Frontier orbital gap (alpha / beta)   4.2 / 4.2 eV
Electronic energy   -102495.4101 eV

***

Record 2
The following is a quantum chemistry calculation of a single C11H16N4O3 molecule in a non-equilibrium geometry, from the Open Molecules 2025 dataset.

Geometry as XYZ:
```
34
C11H16N4O3, DFT ωB97M-V/def2-TZVPD
C 0.5288 0.5376 0.4433
C 0.6614 -0.0221 -0.9779
C 0.7448 2.0653 0.4030
C 0.5749 2.7544 1.7994
C 0.2044 4.0797 1.9812
C 0.3137 3.0812 3.9054
C 0.0577 -1.8548 -2.4428
C -1.1288 -1.3397 -3.1562
C -0.3143 -3.3970 -2.1404
C -0.5199 -3.4524 -0.6738
C -0.6162 -1.9957 -0.0941
H 1.4880 0.1713 2.2888
H 2.4113 -0.0448 1.0319
H -0.4693 0.3821 0.9107
H -0.0774 2.4286 -0.2914
H 1.6934 2.2899 -0.2361
H 0.2666 4.8705 1.2732
H 0.2981 2.8559 4.9674
H -0.4539 4.9872 3.8099
H 0.9103 -1.7293 -3.0699
H 0.5162 -4.0634 -2.4360
H -1.1707 -3.6772 -2.7033
H -1.4580 -3.9322 -0.3280
H 0.2844 -3.9009 -0.1138
H -0.0268 -2.0144 0.9303
H -1.7094 -1.6019 -0.1653
H -2.8855 -0.6894 -2.8037
N 1.4397 -0.1690 1.3519
N 0.5774 2.1168 3.0640
N -0.0159 4.2264 3.3265
N 0.1776 -1.3394 -1.1509
O 0.9404 0.6139 -1.9745
O -1.2096 -1.3683 -4.3857
O -2.0336 -0.8690 -2.3432
```

Values from the calculation:
E_LUMO   0.63 eV
Net charge   0
HOMO energy   -8.83 eV
Energy above the lowest of the compared OMol25 structures with the same formula, charge and spin   44.2 kcal/mol
M   252.27 g/mol
Structure (SMILES)   N[C@@H](Cc1c[nH]cn1)C(=O)N1CCC[C@H]1C(=O)O
Frontier orbital gap   9.5 eV
Electronic energy   -23769.0812 eV

***

Record 3
The following is a quantum chemistry calculation of 2 unconnected molecules or ions with the total composition C4H11NO in a non-equilibrium geometry, from the Open Molecules 2025 dataset.

Geometry as XYZ:
```
17
C4H11NO, DFT ωB97M-V/def2-TZVPD
C -0.9380 -0.9882 -0.8898
C -1.4535 0.2066 -0.0174
C -1.2224 0.2663 1.3043
N -0.9202 -0.9341 2.0736
C -2.3815 1.1779 -0.8683
H -1.7539 -1.5123 -1.4269
H 0.0170 -0.7224 -1.5481
H -0.4537 -1.8523 -0.3241
H -1.2275 1.2770 1.7903
H -0.4455 -0.5084 2.8802
H -0.2684 -1.4295 1.3613
H -3.4898 0.9685 -0.6785
H -2.2216 2.2188 -0.5313
H -2.1151 1.1424 -1.9542
H 6.2049 0.1229 -0.7884
H 4.8815 0.9045 -0.7109
O 5.4108 0.2443 -1.2197
```

Values from the calculation:
E_LUMO   0.74 eV
Net charge   0
HOMO energy   -8.02 eV
Energy above the lowest of the compared OMol25 structures with the same formula, charge and spin   59.4 kcal/mol
M   89.14 g/mol
Structure (SMILES)   CC(C)=CN.O
Frontier orbital gap   8.8 eV
Electronic energy   -7861.9774 eV

***

Record 4
The following is a quantum chemistry calculation of a molecular structure, C5H3AlCl2NO3Rh in a non-equilibrium geometry, from the Open Molecules 2025 dataset.

Geometry as XYZ:
```
16
C5H3AlCl2NO3Rh, DFT ωB97M-V/def2-TZVPD
Rh 0.4353 0.5004 -3.8060
Al 0.0596 1.7026 1.0401
Cl 0.1980 0.4664 -1.4042
Cl -0.7787 3.5987 1.2177
C 2.1031 1.5206 1.4483
C 1.0898 -1.1881 -3.6579
C 0.6088 0.5574 -5.5928
O 3.2389 1.4109 1.6413
O 1.5078 -2.2680 -3.5123
O 0.7238 0.6074 -6.7534
C -1.7311 -1.4954 3.5129
C -1.1252 -0.4986 2.6759
N -0.6692 0.3443 2.0002
H -2.7830 -1.2280 3.7082
H -1.1885 -1.5553 4.4704
H -1.6894 -2.4753 3.0116
```

Values from the calculation:
E_LUMO (alpha / beta)   -16.37 / -21.79 eV
Net charge   +4
HOMO energy (alpha / beta)   -23.80 / -26.55 eV
Energy above the lowest of the compared OMol25 structures with the same formula, charge and spin   0.0 kcal/mol
M   325.88 g/mol
2S+1   5
Frontier orbital gap (alpha / beta)   7.4 / 4.8 eV
Electronic energy   -47461.7854 eV